[1]
66
Properties=species:S:1:pos:R:3 method="wB97M-V/def2-TZVPD" gap_ev=8.4 lumo_energy_ev=-0.29
H -1.5095 1.6529 1.7677
C -4.0049 -2.1640 -7.5359
H -0.4229 0.2745 1.4630
C 2.0810 0.9927 6.7170
H 1.5951 0.3256 -0.0047
C 0.5359 2.8924 7.0410
O 0.3437 2.1760 10.1363
H 0.4083 -2.0322 6.2752
H 0.7241 -3.8561 4.5815
S 0.4327 2.3342 0.5823
C 2.0873 1.2725 5.2826
H -1.0446 -4.0886 4.4384
H -0.1539 3.9217 -4.8140
H 2.1794 1.7401 -0.9111
N -0.2516 3.7247 7.7149
H -2.5193 -1.0605 -9.6505
H 0.6157 -2.1716 -4.6308
H 0.6458 0.9697 -1.3720
S 0.6717 -2.7689 -2.3065
C 1.3233 1.7845 7.5316
H 0.6999 -3.9453 -4.3915
S 0.5997 1.6679 -4.5301
O 0.8656 -1.1900 3.5943
H -1.5148 -2.3435 -8.9101
H 2.6680 -1.8259 -3.2439
H -0.9602 -0.6535 -8.8936
O 1.1873 0.6744 -5.4753
H -4.5550 -1.8681 -8.4295
C -0.8648 1.1741 1.0316
H -1.6039 1.2242 -5.3637
H -0.8306 -3.0790 -4.1213
C 1.2940 1.2283 -0.5359
C 2.4480 -2.6437 -2.5560
H 2.5954 1.3801 9.8887
C -0.5067 -1.6514 5.8195
C 0.3837 3.2064 -5.4368
H -0.1675 3.0184 -6.3588
H -4.6651 -2.1221 -6.6714
N -0.1974 4.1331 5.2325
H 2.8265 -3.5855 -2.9542
H 1.3693 3.6023 -5.6753
H 2.9140 -2.4448 -1.5922
O 1.2984 2.5138 1.7829
C 1.3824 2.2877 4.7157
H -1.4485 0.9219 0.1457
H -0.0454 -3.9135 2.9773
H 2.6691 0.6116 4.6328
S -0.8865 4.7078 6.5738
S -2.6374 -1.0280 -7.2548
H -1.6390 2.0657 -3.7836
C 0.5918 3.1127 5.5896
C -0.1692 -3.5981 4.0118
O -3.1940 0.3514 -7.2725
C 0.2533 -3.0149 -4.0391
S -0.4122 -1.8147 4.0303
O 0.1844 -1.4153 -1.9269
H -1.2465 0.3325 -3.8623
H -3.6179 -3.1772 -7.6482
C -1.1483 1.2903 -4.3734
H 0.8394 0.0163 9.3735
C -1.8324 -1.3028 -8.8390
H -1.3715 -2.2027 6.1901
H 1.3879 2.4815 3.6338
H 2.6573 0.1364 7.0784
P 1.2923 1.3716 9.3284
H -0.6201 -0.5948 6.0595

---

[2]
65
Properties=species:S:1:pos:R:3 method="wB97M-V/def2-TZVPD" gap_ev="6.3 / 6.5" multiplicity=3 lumo_energy_ev="0.25 / 0.25" de_lowest_ev=2.9646
O -13.9460 -10.4095 1.5271
C -13.4375 -6.3184 7.1938
C -15.0906 -10.8666 1.5038
H -7.4474 -11.1310 -1.1425
C -12.1702 -7.0096 0.9768
O -12.5987 -7.1428 2.1301
C -11.5711 -12.1527 3.8470
H -15.3048 -11.9072 1.7927
C -9.8782 -8.5400 6.0724
H -10.8882 -11.9826 4.6936
O -11.6123 -6.0344 0.5140
H -11.2431 -15.3616 4.1081
C -9.3072 -9.4918 3.8884
N -11.5965 -13.4065 3.3367
H -13.3465 -13.1151 2.2673
C -8.6334 -12.4442 0.8059
O -11.9226 -8.1396 0.5978
C -17.4821 -10.7558 1.0371
C -8.4550 -11.4397 -1.4210
H -17.4551 -11.8404 1.1411
H -11.9837 -13.8495 1.3412
H -8.4906 -12.4450 -1.8408
H -17.9045 -10.3438 0.1206
N -16.1462 -10.1402 1.1564
H -8.8172 -10.7873 -2.2155
O -13.0655 -8.8258 4.6191
H -10.0515 -14.2581 4.6656
H -7.2098 -10.4800 5.1093
H -15.0350 -8.4250 0.8819
H -16.6328 -8.0397 1.5681
H -13.3316 -6.8396 4.5451
H -16.4848 -8.3663 -0.0635
H -12.4441 -8.9198 7.9017
H -9.1483 -12.5932 1.7550
C -7.9377 -10.0497 5.7971
H -8.3634 -13.4596 0.5158
H -13.5496 -5.4473 6.5482
H -7.3620 -9.5258 6.5602
Pd -12.1760 -9.3307 2.4112
C -13.2312 -7.7491 5.1573
H -12.8448 -14.8235 2.5167
N -8.9559 -9.2653 5.1518
H -10.0545 -14.7223 3.0002
O -10.3159 -9.1444 3.2994
C -10.7158 -14.4512 3.8232
H -14.2654 -6.2714 7.9013
C -16.0890 -8.7025 0.8949
N -13.3755 -7.6072 6.5346
H -10.4929 -9.1790 6.7064
C -12.5078 -13.8107 2.2961
H -8.5158 -10.0740 3.3914
O -12.3319 -11.2614 3.5314
C -13.4129 -8.7916 7.4190
C -10.4276 -11.0746 -0.0749
H -8.5124 -10.8690 6.2290
H -18.1547 -10.5356 1.8661
H -13.7683 -9.6423 6.8374
H -7.7734 -11.8744 1.1577
O -11.0132 -10.9444 0.9963
H -10.5101 -7.8241 5.5468
H -12.4660 -6.1561 7.6606
H -9.3287 -7.8456 6.7079
H -10.7916 -10.5898 -0.9940
H -14.0997 -8.7334 8.2634
N -9.2485 -11.6528 -0.2656

---

The max |F| results, record by record, are as follows: 1.93, 8.44 eV Å⁻¹.